No. 1
This record from OMol25 describes a structure of composition C16H31NP2Pt at a distorted geometry. The level of theory is the ωB97M-V functional and the def2-TZVPD basis.

Last column: Löwdin charge in e.
CARTESIAN COORDINATES (ANGSTROEM)
P: 0.2258 -2.2290 1.5035  0.62
P: -0.0599 2.6831 2.1765  0.84
C: 0.9420 0.6526 0.4123  -0.42
C: 0.9740 2.1390 0.6930  -0.44
H: 0.2051 0.3257 -0.3518  -0.04
H: 1.8213 0.0335 0.3260  0.04
H: 1.9969 2.2852 1.0479  0.06
H: 0.7319 2.8691 -0.1335  0.08
C: -1.4879 3.3455 1.2273  -0.32
H: -2.0652 3.9307 1.9493  0.03
H: -2.1499 2.5380 0.8762  0.01
H: -1.2529 4.0224 0.3951  0.04
C: 1.0296 4.1286 2.3592  -0.30
H: 0.7069 5.0048 1.7812  0.04
H: 2.0363 3.8074 2.0591  0.03
H: 1.0205 4.3000 3.4379  0.03
C: -0.8816 -3.2506 0.5877  -0.27
H: -1.1125 -3.9649 1.3750  0.05
H: -0.3274 -3.6380 -0.2832  0.05
H: -1.7495 -2.5940 0.3924  0.04
C: 1.8291 -2.7598 0.9771  -0.24
H: 2.4938 -1.9029 0.8247  0.05
H: 1.7531 -3.3782 0.0706  0.04
H: 2.0945 -3.3648 1.8563  0.05
Pt: -0.5854 -0.0699 1.4569  0.78
C: 0.2695 1.2916 -2.1465  -0.14
C: -1.0351 1.2396 -1.7841  -0.13
C: -2.1060 0.4224 -2.4208  -0.18
C: -1.6461 -0.9822 -2.8346  -0.19
C: -0.8188 -1.5416 -1.7501  -0.15
C: 0.5212 -1.6773 -1.7085  -0.16
C: 1.4230 -0.9711 -2.6401  -0.17
C: 0.9618 0.4467 -3.1488  -0.17
C: 0.0189 -2.6861 3.2027  -0.29
H: 0.9426 2.0247 -1.6850  0.09
H: -1.4559 1.8371 -0.9727  0.08
H: -2.4362 0.9148 -3.3389  0.12
H: -2.9691 0.2739 -1.7374  0.12
H: -2.5571 -1.6009 -2.8100  0.12
H: -1.2221 -1.0650 -3.8485  0.12
H: -1.5095 -2.1879 -1.2226  0.06
H: 0.9889 -2.6292 -1.4447  0.09
H: 1.5938 -1.5862 -3.5486  0.13
H: 2.4051 -0.8757 -2.1407  0.11
H: 1.9352 0.9324 -3.2816  0.10
H: 0.5292 0.4243 -4.1748  0.12
H: 0.3236 -1.7387 3.6973  0.02
H: 0.4557 -3.6547 3.4913  0.06
H: -1.0790 -2.6335 3.2801  0.05
N: -0.9192 0.7794 4.5180  -0.05
C: -0.8029 0.3297 3.4328  -0.58

Properties
Multiplicity: 3
HOMO level (spin up / spin down): -5.9 / -7.6 eV
Strongest force on any atom: 2.6 eV Å⁻¹
Energy above the lowest of the compared OMol25 structures with the same formula, charge and spin: 3.155 eV
Orbital gap (spin up / spin down): 6.1 / 7.1 eV

---

No. 2
This record from OMol25 describes a structure of composition C16H31NP2STc at a distorted geometry. The level of theory is the ωB97M-V functional and the def2-TZVPD basis.

Last column: Löwdin charge in e.
CARTESIAN COORDINATES (ANGSTROEM)
P: 0.1950 -1.4817 1.9366  0.71
P: -0.0927 1.6003 2.0383  0.68
C: -0.1733 -0.6026 0.3375  -0.37
C: 0.3646 0.8360 0.4034  -0.38
H: -1.2651 -0.5916 0.2335  0.09
H: 0.2347 -1.1471 -0.5223  0.08
H: 1.4605 0.8302 0.3585  0.09
H: 0.0033 1.4411 -0.4366  0.08
C: -1.7396 2.3492 1.7050  -0.22
H: -2.0104 2.9870 2.5514  0.06
H: -2.4881 1.5556 1.6298  0.05
H: -1.7410 2.9438 0.7847  0.07
C: 0.9881 3.0815 2.1249  -0.23
H: 0.9464 3.6759 1.2057  0.07
H: 2.0173 2.7619 2.3094  0.05
H: 0.6675 3.6977 2.9699  0.05
C: -0.8800 -2.9673 1.8541  -0.22
H: -0.6474 -3.6881 2.6455  0.05
H: -0.7577 -3.4424 0.8770  0.07
H: -1.9222 -2.6491 1.9486  0.06
C: 1.8627 -2.2015 1.6453  -0.21
H: 2.6109 -1.4049 1.6812  0.05
H: 1.9232 -2.7190 0.6813  0.07
H: 2.0841 -2.9064 2.4518  0.05
Tc: 0.0000 0.0000 3.6433  0.97
C: 0.5758 1.7646 -3.6355  -0.11
C: -0.7390 1.8062 -3.3892  -0.13
C: -1.8625 0.9851 -3.9656  -0.19
C: -1.4855 -0.3358 -4.6722  -0.19
C: -0.7636 -1.3055 -3.7677  -0.10
C: 0.5405 -1.3657 -3.4730  -0.13
C: 1.6848 -0.5087 -3.9473  -0.19
C: 1.3343 0.8584 -4.5752  -0.19
C: 0.0396 -1.4903 5.1472  -0.27
H: 1.1977 2.4549 -3.0653  0.10
H: -1.0707 2.5440 -2.6574  0.09
H: -2.4395 1.6094 -4.6659  0.12
H: -2.5566 0.7529 -3.1456  0.11
H: -2.4168 -0.8049 -5.0108  0.11
H: -0.9091 -0.1260 -5.5751  0.10
H: -1.4067 -2.0325 -3.2714  0.10
H: 0.8438 -2.1522 -2.7808  0.09
H: 2.2893 -1.0842 -4.6659  0.12
H: 2.3461 -0.3348 -3.0868  0.10
H: 2.2778 1.3485 -4.8432  0.11
H: 0.7946 0.7123 -5.5127  0.10
H: 0.7032 -1.1851 5.9638  0.05
H: 0.3571 -2.4825 4.8012  0.12
H: -0.9750 -1.5865 5.5578  0.09
S: 0.0000 0.0000 8.5789  1.02
C: 0.0000 0.0000 6.9589  -0.59
N: 0.0000 0.0000 5.6433  -0.24

Properties
Multiplicity: 4
HOMO level (spin up / spin down): -13.1 / -13.1 eV
Charge: +2
Strongest force on any atom: 5.7 eV Å⁻¹
Energy above the lowest of the compared OMol25 structures with the same formula, charge and spin: 0.477 eV
Orbital gap (spin up / spin down): 4.2 / 4.2 eV

---

No. 3
This record from OMol25 describes a structure of composition C16H32AlI2NOP2Si at a distorted geometry. The level of theory is the ωB97M-V functional and the def2-TZVPD basis.

Last column: Löwdin charge in e.
CARTESIAN COORDINATES (ANGSTROEM)
I: -0.6544 2.1079 -2.5875  0.85
I: 2.9577 -1.5482 -1.5811  0.78
Al: 0.8024 -0.3031 -0.9271  -0.42
P: 2.1493 1.7476 -1.1333  0.61
C: 3.7489 1.5519 -0.2322  -0.27
C: 2.7379 2.2552 -2.7690  -0.26
H: 3.2031 3.2346 -2.6753  0.08
H: 2.3126 3.9161 -0.0606  0.07
H: 1.9041 2.3061 -3.4709  -0.02
H: 0.8152 3.7807 -1.0594  -0.01
H: 4.5029 1.1934 -0.9416  0.04
H: 3.4667 1.5333 -3.1203  0.05
C: 1.4715 3.2652 -0.3453  -0.28
H: 4.0484 2.5348 0.1640  0.07
H: 0.8773 3.0078 0.5415  0.03
H: 3.6751 0.8300 0.5896  0.02
P: -0.9647 -1.1467 -2.3497  0.70
C: -1.3243 -2.9311 -2.1496  -0.22
C: -2.6776 -0.5304 -2.1567  -0.25
H: -0.3820 -0.0005 -4.3898  -0.01
H: -1.5389 -1.3391 -4.6772  0.08
H: 0.1964 -1.6917 -4.3876  0.07
C: -0.6442 -1.0333 -4.1240  -0.26
H: -2.6849 0.5752 -2.2084  -0.04
H: -3.2937 -0.9200 -2.9772  0.08
H: -2.1284 -3.2060 -2.8508  0.08
H: -1.6619 -3.1401 -1.1253  0.05
H: -3.0961 -0.8260 -1.1857  0.04
H: -0.4268 -3.5239 -2.3647  0.06
C: 0.9040 -2.5837 -0.2106  -0.33
O: 0.9760 -3.6306 0.2967  0.11
C: 1.6510 1.5895 2.7403  -0.14
Si: 0.7457 -0.0199 2.4518  0.45
C: 1.8896 -1.4869 2.6579  -0.13
C: -0.5014 -0.1141 3.8318  -0.14
N: -0.0079 -0.0498 0.8519  0.02
C: -1.3991 -0.2550 0.9812  -0.39
C: -1.9170 -1.5749 1.1418  -0.06
C: -3.2449 -1.7545 1.5148  -0.05
C: -4.0952 -0.6600 1.6439  -0.04
C: -3.6241 0.6256 1.4039  -0.04
C: -2.2996 0.8315 1.0221  -0.04
H: 0.9656 2.4560 2.6890  0.05
H: 2.4952 1.7781 2.0646  0.01
H: 2.0478 1.5428 3.7720  0.07
H: 2.2628 -1.4389 3.6950  0.07
H: 1.3768 -2.4499 2.5177  0.04
H: 2.7613 -1.4525 1.9764  0.04
H: -1.1945 0.7388 3.8422  0.05
H: -1.1124 -1.0269 3.8179  0.05
H: 0.0240 -0.1042 4.8010  0.06
H: -1.2134 -2.4167 1.0887  0.10
H: -3.6122 -2.7644 1.6908  0.13
H: -5.1210 -0.8014 1.9576  0.12
H: -4.2729 1.4974 1.4959  0.13
H: -1.8755 1.8250 0.8191  0.12

Properties
Multiplicity: 1
HOMO level (spin up / spin down): -15.2 / -15.2 eV
Charge: +2
Strongest force on any atom: 4.9 eV Å⁻¹
Energy above the lowest of the compared OMol25 structures with the same formula, charge and spin: 0.000 eV
Orbital gap (spin up / spin down): 5.5 / 5.6 eV